<1>
Below is 3 unconnected molecules or ions with the total composition C3H12N2O3, with properties calculated with the ωB97M-V functional and the def2-TZVPD basis.

Each line ends with the Mulliken charge.
Geometry (Å):
N1 -1.324 -1.696 0.683  -0.69
C1 -0.225 -1.110 -0.106  -0.26
C2 -0.681 -0.353 -1.363  -0.66
C3 0.452 -0.319 -2.352  0.44
N2 1.429 0.582 -2.088  -0.36
O1 0.525 -1.125 -3.260  -0.63
H1 -1.634 -2.592 0.335  0.25
H2 -2.139 -1.095 0.597  0.23
H3 0.268 -0.418 0.559  0.14
H4 0.432 -1.926 -0.395  0.41
H5 -0.968 0.664 -1.068  0.33
H6 -1.584 -0.723 -1.833  0.39
H7 2.252 0.635 -2.667  0.22
H8 1.228 1.324 -1.443  0.19
O2 -0.983 0.199 2.661  -0.66
H9 -1.001 -0.770 2.571  0.36
H10 -0.454 0.449 3.421  0.29
O3 1.567 2.706 1.522  -0.61
H11 1.022 2.154 2.098  0.29
H12 1.819 3.414 2.127  0.31

Properties
**M**: 124.1 g mol⁻¹
**Charge**: 0
**SMILES string**: NCCC(N)=O.O.O
**LUMO energy**: 0.470 eV
**Gap between HOMO and LUMO**: 0.363 Ha

***

<2>
Below is 2 unconnected molecules or ions with the total composition C3H12N2O3, with properties calculated with the ωB97M-V functional and the def2-TZVPD basis.

Each line ends with the Mulliken charge.
Geometry (Å):
C1 0.495 -1.796 1.681  -0.38
N1 1.155 -1.284 0.439  -0.38
O1 2.102 -0.258 0.867  -0.42
O2 -0.126 -0.748 2.286  -0.95
H1 1.666 0.035 1.694  0.38
H2 -0.244 0.155 0.557  0.23
H3 1.754 -1.988 0.011  0.24
H4 1.260 -2.268 2.330  0.33
H5 -0.174 -2.602 1.315  0.24
C2 -1.257 0.689 -1.686  -0.20
C3 0.105 1.279 -2.007  -0.94
N2 -1.033 0.847 0.673  -0.15
O3 -1.832 1.187 -0.453  -0.33
H6 -1.417 0.267 1.574  0.49
H7 -0.584 1.682 1.052  0.37
H8 -1.187 -0.399 -1.604  0.26
H9 -2.010 0.974 -2.422  0.35
H10 0.856 0.913 -1.302  0.25
H11 0.061 2.370 -2.003  0.28
H12 0.411 0.945 -3.000  0.33

Properties
**M**: 124.1 g mol⁻¹
**Charge**: 0
**LUMO energy**: 0.645 eV
**Gap between HOMO and LUMO**: 0.324 Ha

***

<3>
Below is 3 unconnected molecules or ions with the total composition C3H12N2O3, with properties calculated with the ωB97M-V functional and the def2-TZVPD basis.

Each line ends with the Mulliken charge.
Geometry (Å):
N1 -2.001 -0.170 0.107  -0.88
C1 -1.722 -1.349 -0.311  0.89
O1 -2.237 -1.891 -1.426  -0.47
O2 -1.261 -2.262 0.576  -0.49
H1 -2.541 0.358 -0.568  0.20
H2 -1.650 -2.607 -1.707  0.34
H3 -1.215 -1.836 1.441  0.36
C2 0.916 2.060 -0.476  -1.01
N2 0.673 0.794 0.205  -0.24
C3 1.343 0.704 1.497  -0.95
H4 0.366 2.062 -1.415  0.30
H5 1.982 2.158 -0.691  0.34
H6 0.600 2.921 0.124  0.36
H7 -0.372 0.651 0.328  0.35
H8 1.023 1.494 2.187  0.34
H9 1.113 -0.260 1.949  0.25
H10 2.422 0.783 1.355  0.36
O3 0.533 -1.322 -1.307  -0.76
H11 1.294 -1.895 -1.178  0.26
H12 0.734 -0.391 -0.691  0.47

Properties
**M**: 124.1 g mol⁻¹
**Charge**: 0
**SMILES string**: N=C(O)O.CNC.O
**LUMO energy**: 0.690 eV
**Gap between HOMO and LUMO**: 0.366 Ha

***

Stability, highest: <1>